Computed, not measured: 12 unconnected molecules or ions with the total composition C72H72O10, with ωB97M-V with the def2-TZVPD basis set.

Atoms and positions in Å:
H 5.31 3.12 -1.19
H 2.55 -3.72 -3.00
H 0.72 1.63 7.60
C -4.32 3.26 0.53
C -3.33 4.81 2.08
C -4.86 -0.84 0.58
C -5.56 -2.05 0.77
C 0.33 -5.16 0.74
H 4.19 0.90 4.78
C -2.10 4.74 1.40
H -3.08 0.93 -2.72
C 0.59 -6.53 -2.80
C -2.99 1.25 -6.12
C -0.68 2.86 4.76
C -0.60 3.68 -3.06
H -0.74 -3.99 3.68
H -1.61 3.86 -2.73
O 5.61 2.26 -0.89
H 4.31 -5.53 -2.62
C 1.48 5.39 -0.44
C -4.68 1.62 -3.95
C 2.18 -1.52 3.96
H 5.80 0.10 0.56
C -1.41 -6.30 1.97
H 2.52 -0.80 -1.39
H 1.28 -8.54 -2.56
H -1.40 1.75 3.06
C 1.53 -3.47 5.86
C 0.93 -5.18 -2.83
H -5.92 -2.54 -0.14
C -0.10 2.87 6.01
C 1.33 6.57 2.16
C 1.54 -0.65 -0.93
H -5.36 4.18 2.18
C 5.12 0.86 2.44
C -5.97 -2.36 2.04
C 0.19 1.65 6.65
C 2.89 -7.06 -2.59
H 0.52 -7.22 1.30
C 3.81 -1.44 -5.27
H 1.28 -5.15 0.21
H 3.39 -2.76 6.89
C -4.28 1.72 -6.36
H 2.41 -0.72 3.24
C -0.53 -4.09 0.58
H 1.27 -4.17 6.65
C 5.45 0.96 1.12
C -1.77 -4.05 1.21
C 0.76 -3.34 4.74
C 0.32 0.57 0.71
H 3.91 3.92 2.92
C 1.03 -2.31 3.81
H 2.50 -0.01 -4.37
H 1.67 3.50 0.61
C 3.98 -2.71 -5.84
C 1.23 6.73 -0.24
C 1.17 4.03 -4.66
H -0.13 2.41 -1.33
C 1.25 7.35 0.99
O -0.07 -4.25 -3.08
C -4.47 -0.03 1.62
C -0.92 0.03 0.20
H 1.60 4.43 -5.58
O 4.06 1.82 4.45
H 2.44 0.63 0.48
H -6.60 -3.21 2.15
O -6.11 -1.91 4.32
H -5.32 1.90 -3.11
H -0.45 -6.79 -2.77
C -5.68 -1.54 3.05
H 0.33 1.32 1.49
H -0.94 0.54 -3.76
C 4.31 3.06 2.44
C -2.24 -5.19 1.77
H 2.88 -4.37 -6.59
H -0.74 3.83 4.32
H -0.21 -3.25 -0.05
C 2.71 -2.71 6.01
O -4.58 -0.46 -0.71
H -0.78 4.88 -4.82
H 1.05 7.35 -1.13
H 4.66 -0.85 -4.95
H -1.01 -0.50 4.34
H -2.25 1.06 -6.87
H -1.06 3.80 -0.24
H -3.95 0.92 1.51
C 1.54 4.57 0.70
C -0.14 4.28 -4.20
C -0.13 -6.34 1.39
C 2.28 -4.75 -2.89
C -4.42 4.10 1.64
C -2.54 1.00 -4.82
C 1.61 -2.98 -5.88
H 4.65 -1.27 5.92
H 2.36 2.06 -2.24
H 4.46 4.05 0.51
C -0.87 0.48 4.77
H 1.63 4.49 2.77
C -4.90 -0.35 2.88
H 0.77 -3.64 -6.12
C -3.09 3.16 -0.10
H -1.84 0.41 0.59
H 5.18 -0.07 2.99
C 3.03 -1.73 5.04
O 3.84 -7.97 -2.20
C 4.51 1.90 3.13
C -3.41 1.22 -3.73
C 0.25 2.89 -2.24
C 5.27 2.16 0.43
H -4.68 0.21 3.78
C 1.40 -1.70 -5.26
O -6.33 2.56 -5.48
H 1.06 8.42 1.00
H -6.87 2.43 -4.68
H 1.50 4.96 -1.44
C 1.58 2.69 -2.71
H -0.02 -0.48 6.43
C -0.85 -0.82 -0.95
H 0.13 3.86 6.40
C -5.08 2.00 -5.25
C 2.00 3.31 -3.86
O -1.28 0.48 -4.68
H -0.81 -4.42 -2.49
H 0.40 -1.30 -5.10
H -3.27 -5.25 2.09
H 0.51 -1.75 -2.42
C 2.55 -0.96 -4.94
C 2.85 -3.40 -6.18
H -3.03 2.57 -0.99
C 1.50 0.21 0.16
H 1.23 6.96 3.15
C 1.58 -7.49 -2.64
H 4.68 -7.75 -2.62
C 3.25 -5.74 -2.75
H 4.98 -3.10 -5.99
H 3.05 3.25 -4.14
C 1.58 5.18 1.93
H -1.76 -1.12 -1.53
C 4.71 3.20 1.15
H -4.65 1.90 -7.38
C 0.40 -1.15 -1.49
H -2.48 -3.21 1.15
H -3.49 5.44 2.95
H -5.02 -1.08 -1.30
O 4.13 -0.95 5.18
C -0.25 0.48 6.02
H -5.22 2.74 0.16
H 0.31 -2.11 3.00
C -1.98 3.87 0.34
C -1.07 1.68 4.09
H -5.38 -2.06 4.94
O -0.27 -4.17 4.51
H -1.25 5.32 1.78
H -1.91 -7.13 2.46

Output
- M (u) = 1097.36
- charge = 0
- structure (SMILES) = Oc1ccc(O)cc1.Oc1ccc(O)cc1.Oc1ccc(O)cc1.Oc1ccc(O)cc1.Oc1ccc(O)cc1.c1ccccc1.c1ccccc1.c1ccccc1.c1ccccc1.c1ccccc1.c1ccccc1.c1ccccc1
- Kohn-Sham gap (eV) = 8.281
- HOMO energy (eV) = -7.963